[1]
DFT (ωB97M-V with the def2-TZVPD basis set) results for a molecular structure, C3H6O2 in a non-equilibrium geometry.

The value obtained for the LUMO energy is 0.71 eV. The calculation puts the energy above the lowest of the compared OMol25 structures with the same formula, charge and spin at 96.9 kcal/mol. The calculation puts the HOMO energy at -9.16 eV. The value obtained for the energy is -7299.478 eV. The maximum force is 0.106 hartree/bohr.

Cartesian coordinates (Å):
O: -1.8954 -0.3123 -0.1268
C: -0.9574 0.6448 0.1062
C: 0.4291 0.4738 0.3896
C: 1.0793 -0.7926 0.1552
O: 1.1524 -0.2076 -1.1131
H: -1.4024 -1.0784 -0.4608
H: -0.5042 1.0537 -0.9758
H: -1.4201 1.5214 0.5629
H: 1.0665 1.3313 0.5698
H: 0.4148 -1.6597 0.2514
H: 2.0375 -0.9743 0.6415

Charges per atom according to natural (NBO) partitioning, unit e: O -0.67; C -0.13; C 0.05; C -0.12; O -0.63; H 0.47; H 0.25; H 0.21; H 0.24; H 0.15; H 0.18

***

[2]
DFT (ωB97M-V with the def2-TZVPD basis set) results for a single C13H21NO4 molecule.

The value obtained for the LUMO energy is 0.61 eV. The calculation puts the energy above the lowest of the compared OMol25 structures with the same formula, charge and spin at 26.1 kcal/mol. The calculation puts the HOMO energy at -7.68 eV. The value obtained for the energy is -23501.730 eV. The maximum force is 0.014 hartree/bohr.

Cartesian coordinates (Å):
C: -4.7436 -1.6433 -0.3440
C: -3.5583 -0.7264 -0.3521
C: -2.5624 -0.8677 -1.3053
C: -1.4553 -0.0404 -1.3372
C: -1.3126 0.9722 -0.3896
N: -0.2684 1.8843 -0.3986
C: 1.0246 1.5951 -0.9562
C: 1.9153 0.7185 -0.0466
O: 1.1861 -0.3799 0.4636
C: 3.1548 0.2487 -0.8582
O: 2.8038 -0.8466 -1.6701
C: 4.4037 -0.0681 -0.0003
O: 5.0220 1.1049 0.4664
C: 4.1142 -1.0377 1.1674
O: 3.2769 -2.1067 0.8038
C: -2.3190 1.1152 0.5675
C: -3.4296 0.2919 0.5979
C: -4.4815 0.4895 1.6466
H: -4.6696 -2.3719 -1.1474
H: -5.6681 -1.0807 -0.4727
H: -4.8118 -2.1790 0.6028
H: -2.6500 -1.6468 -2.0497
H: -0.7206 -0.1865 -2.1152
H: -0.2307 2.4482 0.4394
H: 0.8998 1.0825 -1.9117
H: 1.5411 2.5406 -1.1440
H: 2.2264 1.2945 0.8330
H: 0.7202 -0.7885 -0.2801
H: 3.4380 1.0632 -1.5369
H: 2.9436 -1.6543 -1.1493
H: 5.1337 -0.5260 -0.6775
H: 4.4676 1.5115 1.1428
H: 3.6768 -0.4716 2.0014
H: 5.0588 -1.4685 1.5091
H: 2.3607 -1.7762 0.8552
H: -2.2231 1.8997 1.3069
H: -5.4478 0.6903 1.1851
H: -4.2289 1.3231 2.2969
H: -4.5871 -0.4069 2.2570

Charges per atom according to natural (NBO) partitioning, unit e: C -0.63; C -0.09; C -0.16; C -0.33; C 0.19; N -0.60; C -0.24; C 0.06; O -0.74; C 0.05; O -0.73; C 0.05; O -0.70; C -0.09; O -0.75; C -0.28; C 0.10; C -0.65; H 0.21; H 0.21; H 0.21; H 0.21; H 0.21; H 0.37; H 0.21; H 0.21; H 0.16; H 0.49; H 0.19; H 0.49; H 0.19; H 0.46; H 0.16; H 0.19; H 0.50; H 0.19; H 0.22; H 0.21; H 0.22

***

Question: The lowest energy belongs to which entry?
Answer: C13H21NO4